1.
C31H17Cl5N4O5Ti | ωB97M-V/def2-TZVPD

Orbital gap (alpha / beta)   4.37 / 6.16 eV
⟨S²⟩   2.035
HOMO energy (alpha / beta)   -0.01185 / -0.07756 Eh

The geometry in ORCA input format:
```
! RIJCOSX wB97M-V def2-TZVPD def2/J DEFGRID3
* xyz -2 3
Ti 0.3406 -0.0658 -0.3196
O 3.1947 -1.9712 2.2240
C 2.4046 -1.1119 1.8132
N 2.2119 -0.7136 0.5389
C 3.1661 -1.0362 -0.4463
C 4.5131 -1.2904 -0.1705
C 5.4318 -1.5091 -1.1868
C 5.0235 -1.4858 -2.5101
C 3.6969 -1.2199 -2.8153
C 2.7632 -0.9752 -1.8039
N 1.4500 -0.5552 -2.0383
C 0.8400 -0.6479 -3.2226
O 1.2049 -1.2127 -4.2611
C -0.4644 0.1207 -3.2772
C -1.1529 0.2118 -4.4824
C -2.2901 0.9926 -4.5483
C -2.7144 1.6665 -3.4104
C -1.9844 1.5082 -2.2455
N -0.8914 0.7553 -2.1835
C 1.5481 -0.4443 2.8623
C 1.1939 -1.1824 3.9939
C 0.4389 -0.5782 4.9766
C 0.0807 0.7560 4.8183
C 0.5000 1.4115 3.6739
N 1.2133 0.8321 2.7112
H 4.8327 -1.3307 0.8585
H 6.4680 -1.7052 -0.9322
H 5.7322 -1.6687 -3.3108
H 3.3586 -1.1936 -3.8388
H -0.7629 -0.3323 -5.3304
H -2.8433 1.0809 -5.4764
H -3.5965 2.2925 -3.4167
H -2.2780 1.9918 -1.3206
H 1.5180 -2.2111 4.0616
H 0.1278 -1.1327 5.8547
H -0.5116 1.2753 5.5610
H 0.2420 2.4531 3.5078
Cl -2.2730 6.4177 1.8845
C -1.3622 5.0328 1.2956
C -0.1444 5.2582 0.6663
C 0.5502 4.1354 0.2047
Cl 2.0706 4.3976 -0.6063
C 0.1034 2.8196 0.3361
O 0.8063 1.8272 -0.1317
C -1.1622 2.6218 1.0197
C -1.7112 1.3555 1.2851
O -1.2197 0.1905 1.0302
C -1.8720 3.7736 1.4748
H 0.2547 6.2509 0.5281
H -2.6724 1.3697 1.8165
H -2.8190 3.6392 1.9831
Cl -4.8898 -5.3490 1.3839
C -3.6845 -4.2674 0.7261
C -2.4449 -4.1760 1.3288
C -1.4954 -3.3189 0.8024
Cl 0.0658 -3.2543 1.5492
C -1.7200 -2.5090 -0.3365
O -0.8508 -1.7251 -0.8564
C -3.0154 -2.6685 -0.9019
Cl -3.3851 -1.7288 -2.3150
C -3.9808 -3.5161 -0.3985
H -2.2070 -4.7676 2.2013
H -4.9467 -3.5830 -0.8783
*
```


2.
C5H13NO2P | ωB97M-V/def2-TZVPD

Orbital gap   10.03 eV
SMILES   C[NH2+][C@@H](PC=O)[C@H](C)O
HOMO energy   -0.49024 Eh

The geometry in ORCA input format:
```
! RIJCOSX wB97M-V def2-TZVPD def2/J DEFGRID3
* xyz 1 1
C -1.5754 0.2518 -2.7899
C 0.4158 -0.3162 2.4041
C 1.5164 1.4619 -0.1855
C -0.5323 0.0251 0.0768
C -0.3996 -0.9653 1.2366
N 0.7991 0.2069 -0.6096
O -0.5326 0.8073 -3.1124
O 0.2228 -2.0529 0.5710
P -1.7282 -0.8276 -1.2540
H 0.0609 0.7008 2.4561
H 0.4350 -0.9862 3.1684
H 1.4294 -0.3421 1.9392
H 2.6036 1.3325 0.1381
H 1.6930 2.0407 -1.0708
H 0.8635 2.0694 0.4675
H -0.9482 1.0849 0.3587
H -1.4111 -1.3733 1.4754
H 0.7001 0.2833 -1.6595
H 1.3599 -0.5964 -0.3809
H 0.4479 -2.8155 1.1481
H -2.3978 0.2872 -3.4832
H -3.0225 -0.2764 -0.8944
*
```


3.
C10H6NO5SYb | ωB97M-V/def2-TZVPD

Orbital gap (alpha / beta)   6.73 / 6.16 eV
⟨S²⟩   0.761
HOMO energy (alpha / beta)   -0.57306 / -0.57421 Eh

The geometry in ORCA input format:
```
! RIJCOSX wB97M-V def2-TZVPD def2/J DEFGRID3
* xyz 2 2
O 1.7708 -0.3837 -3.2806
C 1.0427 -0.0131 -2.4742
Yb -0.5838 1.0363 -0.8052
C -1.4717 3.1975 -0.1814
O -1.9368 4.2227 0.1077
C -0.2666 3.3826 -1.9975
O -0.1633 4.5102 -2.3239
C -1.9915 1.7508 -2.6462
O -2.6300 2.0669 -3.5578
C 1.2591 2.4160 -0.0259
O 2.1384 3.0611 0.3454
H 0.3512 2.4695 -2.4364
S -2.0691 -0.4022 0.9537
C -0.7583 -1.4708 1.2810
N 0.0535 -1.2303 2.3728
C 1.0289 -2.1155 2.7413
C 1.2291 -3.2603 2.0084
C 0.5194 -3.4491 0.8141
C -0.4909 -2.5714 0.4546
H -0.1761 -0.4190 2.9538
H 1.6368 -1.7810 3.5611
H 1.9599 -3.9832 2.3448
H 0.7110 -4.3108 0.1866
H -1.1628 -2.7235 -0.3961
*
```


4.
C12H23O10PS2 | ωB97M-V/def2-TZVPD

Orbital gap   9.54 eV
SMILES   O=C(O)[C@]1(SCCCSCP(=O)(O)O)C[C@@H](O)[C@@H](O)[C@@H]([C@H](O)CO)O1
HOMO energy   -0.34168 Eh

The geometry in ORCA input format:
```
! RIJCOSX wB97M-V def2-TZVPD def2/J DEFGRID3
* xyz 0 1
O 1.3465 2.5796 -1.3120
O 3.3892 -6.8287 1.2418
O 0.4058 3.4678 0.5754
O -4.9919 4.2288 1.4991
O -4.9776 2.7685 -0.8393
O -1.5472 0.3020 -3.7287
O -1.6751 1.7019 0.1933
O -3.3466 0.4361 -1.6360
O 2.7263 -4.8520 -0.2237
O 2.0554 -5.2025 2.2813
S 4.5391 -2.8523 2.4643
S 0.2798 0.1298 0.9965
C 0.5360 2.5267 -0.4174
C 4.0286 -1.6100 1.1848
C 2.0378 -0.2329 0.4769
C 2.6150 -1.1731 1.5335
C -3.7381 3.9888 0.8409
C -0.5206 0.4619 -1.6042
C 4.6941 -4.4751 1.5448
C -0.3782 1.2926 -0.2879
C -3.8412 2.6935 0.0399
C -1.3434 1.2109 -2.6432
C -2.4947 2.4414 -0.7346
C -2.6648 1.6159 -2.0203
P 3.2034 -5.3543 1.2045
H -0.1857 3.0572 1.2188
H -5.6846 4.2036 0.8251
H -5.0450 1.9310 -1.3097
H -2.3703 -0.2194 -3.6348
H -2.8816 0.1182 -0.8394
H 1.9012 -5.3370 -0.3492
H 2.3543 -5.8754 2.8917
H 4.1039 -2.0250 0.2059
H 4.7242 -0.7640 1.2840
H 2.0744 -0.6652 -0.5281
H 2.6589 0.6707 0.3860
H 1.9597 -2.0443 1.5933
H 2.6155 -0.7094 2.5220
H -3.4677 4.8221 0.1704
H -2.9609 3.8409 1.6297
H -0.9658 -0.5003 -1.3694
H 0.4651 0.2414 -2.0115
H 5.3378 -5.1772 2.0937
H 5.1105 -4.3047 0.5649
H -3.9492 1.8715 0.7565
H -0.8012 2.0817 -3.0023
H -2.0453 3.3806 -1.0060
H -3.2857 2.1378 -2.7213
*
```


5.
C24H24F32NO10S2 | ωB97M-V/def2-TZVPD

Orbital gap   7.39 eV
HOMO energy   -0.20047 Eh

The geometry in ORCA input format:
```
! RIJCOSX wB97M-V def2-TZVPD def2/J DEFGRID3
* xyz -1 1
C 0.5204 4.8465 -1.2164
S 0.7927 3.1398 -0.8835
O 1.8258 2.6973 -1.7742
O 1.1004 3.0226 0.5219
N -0.6328 2.2475 -1.1606
S -1.0640 1.2234 0.1255
C -1.7915 2.9223 -1.8226
C -2.5264 3.7981 -0.7696
O -3.3412 4.8536 -1.2440
O -2.6653 6.0972 -1.0222
C -1.4568 3.5605 -3.2113
O -2.2722 4.3496 -3.6780
O -0.4050 3.1296 -3.7212
H 1.5181 5.2684 -1.1324
H 0.1333 5.0323 -2.2117
H -0.1077 5.3054 -0.4624
H -1.6745 2.0720 0.9735
H -2.4766 2.1068 -2.0479
H -3.2053 3.1490 -0.2121
H -1.8330 4.1943 -0.0309
H -3.1054 6.4210 -0.2264
C -0.9445 -0.4984 -5.0470
C 0.3284 -0.4223 -4.1927
C 1.3269 0.6855 -4.5323
F 1.8361 0.4740 -5.7819
F 2.3341 0.6421 -3.6386
F 0.9574 -1.6391 -4.1991
F -0.0956 -0.2107 -2.9225
O -0.9789 -1.4598 -6.0976
C -0.5321 -1.1992 -7.3518
C 0.6170 -2.1363 -7.7388
F 1.6643 -1.9796 -6.9133
F 1.0211 -1.8409 -9.0004
F -0.2041 0.0866 -7.5388
F -1.5473 -1.4807 -8.2140
H -1.7178 -0.8445 -4.3625
H -1.2528 0.4913 -5.3818
H 0.8583 1.6681 -4.4703
H 0.2801 -3.1740 -7.7002
C -3.6156 -4.7762 -2.2371
C -3.2796 -5.7699 -3.3608
C -2.5984 -7.0836 -2.9696
F -1.3880 -6.8679 -2.4257
F -2.4285 -7.8334 -4.0864
F -2.5710 -5.1576 -4.3276
F -4.4792 -6.1442 -3.9035
O -2.7433 -3.6886 -2.0416
C -1.6495 -3.7708 -1.2161
C -0.3522 -3.5386 -1.9914
F -0.2133 -4.4749 -2.9564
F 0.6922 -3.6519 -1.1430
F -1.6243 -4.9343 -0.5324
F -1.7535 -2.7806 -0.3134
H -4.5473 -4.3123 -2.5577
H -3.8342 -5.2937 -1.3021
H -3.2193 -7.6445 -2.2655
H -0.3529 -2.5503 -2.4449
C 0.8378 -2.2933 3.5125
C -0.4031 -1.6309 2.8953
C -0.8185 -0.2692 3.4534
F -1.1586 -0.3706 4.7582
F -1.9054 0.1846 2.7802
F -1.4524 -2.4863 2.9383
F -0.0965 -1.4187 1.5943
O 0.6262 -3.3039 4.4873
C 0.5026 -3.0251 5.8126
C -0.8640 -3.4609 6.3509
F -1.8544 -2.8095 5.7172
F -0.9316 -3.1606 7.6702
F 0.7566 -1.7390 6.1008
F 1.4238 -3.7716 6.4738
H 1.3009 -2.8240 2.6829
H 1.5615 -1.5513 3.8491
H -0.0158 0.4625 3.3416
H -0.9940 -4.5361 6.2150
C 4.6930 2.8256 5.4557
C 3.5689 1.7880 5.3171
C 2.9136 1.6384 3.9441
F 2.3046 2.7680 3.5692
F 1.9776 0.6513 4.0244
F 2.6279 2.0020 6.2604
F 4.1424 0.5754 5.5798
O 4.3562 4.0745 6.0274
C 3.9028 5.1216 5.2745
C 2.4922 5.5437 5.6984
F 1.6280 4.5267 5.5343
F 2.0954 6.5765 4.9235
F 3.9722 4.8754 3.9600
F 4.7116 6.1782 5.5302
H 5.3824 2.3864 6.1746
H 5.2483 2.9408 4.5247
H 3.6496 1.3538 3.1875
H 2.4927 5.8515 6.7460
*
```


6.
C4H14NO | ωB97M-V/def2-TZVPD

Orbital gap   13.02 eV
HOMO energy   -0.58967 Eh

The geometry in ORCA input format:
```
! RIJCOSX wB97M-V def2-TZVPD def2/J DEFGRID3
* xyz 1 1
C 0.3732 -0.9771 -1.5110
C -0.6689 -0.2110 -0.7558
N -0.0432 0.8247 0.1217
C 1.0082 1.7582 -0.6880
C -1.4419 -1.1944 0.1388
H 1.1357 -1.3869 -0.8432
H -0.0536 -1.7580 -2.1370
H 0.8382 -0.3214 -2.2574
H -1.3708 0.2558 -1.4547
H 0.5345 0.2270 0.7331
H -0.5703 1.4767 0.6916
H 1.9310 1.1900 -0.6765
H 1.0695 2.5880 0.0049
H 0.4313 1.9433 -1.5880
H -0.8363 -1.7656 0.8344
H -2.2904 -0.7018 0.6130
H -1.7993 -1.9609 -0.5595
H 1.3382 0.1119 3.1963
H -0.1044 -0.1021 3.4363
O 0.5197 0.0036 2.7009
*
```